Entry 1:
A molecular structure, C6H8O2 at a distorted geometry, computed with wB97M-V/def2-TZVPD.

Computed properties:
Kohn-Sham gap in eV: 9.469
Max |F| in eV Å⁻¹: 6.31
HOMO energy in eV: -8.548
Energy above the lowest of the compared OMol25 structures with the same formula, charge and spin in eV: 9.831

```
! RIJCOSX wB97M-V def2-TZVPD def2/J DEFGRID3
* xyz 0 1
C 1.758 -0.190 0.034
C 0.678 0.933 -0.404
C -0.557 0.952 0.384
C 0.015 -1.052 0.212
C -1.445 -1.300 -0.205
C -1.813 -0.059 0.040
H 1.894 0.330 0.992
H 2.820 -0.245 -0.525
H 0.251 0.913 -1.451
H 1.053 1.910 0.090
H -0.809 1.970 0.619
H -0.013 -0.526 -0.802
H -2.194 -2.322 -0.269
H -2.772 0.386 -0.185
O -0.146 -0.181 1.260
O 1.279 -1.518 0.209
*
```

Mulliken atomic charge list, values in e, 6 entries: -0.472 -0.958 0.209 0.558 -0.490 -0.563


Entry 2:
4 unconnected molecules or ions with the total composition C6H21NO4 at a distorted geometry, computed with wB97M-V/def2-TZVPD.

Computed properties:
Kohn-Sham gap in eV: 10.041
Max |F| in eV Å⁻¹: 1.92
HOMO energy in eV: -9.581
Energy above the lowest of the compared OMol25 structures with the same formula, charge and spin in eV: 1.420
Structure (SMILES): CCCN(C)CCO.O.O.O

```
! RIJCOSX wB97M-V def2-TZVPD def2/J DEFGRID3
* xyz 0 1
C -0.685 1.484 1.114
C -2.139 1.635 1.510
C -0.111 0.136 1.666
N 0.981 -0.330 0.807
C 2.179 0.472 1.081
C 1.166 -1.791 0.930
C 0.592 -2.416 -0.350
O 1.095 -1.721 -1.493
H -0.031 2.243 1.523
H -0.433 1.483 0.066
H -2.163 1.753 2.595
H -2.626 2.499 1.073
H -2.662 0.727 1.248
H -0.980 -0.511 1.664
H 0.279 0.321 2.671
H 3.062 -0.094 0.780
H 2.312 0.583 2.167
H 2.149 1.428 0.568
H 0.673 -2.178 1.821
H 2.237 -1.989 0.997
H 0.871 -3.464 -0.452
H -0.495 -2.396 -0.252
H 1.328 -0.863 -1.102
H -0.879 0.658 -2.657
H -0.729 0.272 -1.203
O -1.386 0.574 -1.843
H 0.714 2.494 -1.923
H -0.523 2.712 -2.902
O 0.263 3.092 -2.515
H -2.019 -1.866 -2.585
H -0.578 -2.300 -2.402
O -1.460 -2.648 -2.605
*
```

Mulliken atomic charge list, values in e, 6 entries: 0.325 -1.464 -1.297 0.544 -1.238 -0.915


Entry 3:
C4H9N in the gas phase at a distorted geometry, computed with wB97M-V/def2-TZVPD.

Computed properties:
Kohn-Sham gap in eV: 8.608
Max |F| in eV Å⁻¹: 3.69
HOMO energy in eV: -7.477
Energy above the lowest of the compared OMol25 structures with the same formula, charge and spin in eV: 2.171
Structure (SMILES): CC/C=C/N

```
! RIJCOSX wB97M-V def2-TZVPD def2/J DEFGRID3
* xyz 0 1
C 1.220 1.450 0.861
C 1.199 0.680 -0.443
C 0.329 -0.448 -0.604
C -0.958 -0.360 -0.237
N -1.783 -1.469 0.225
H 2.054 1.087 1.373
H 1.228 2.513 0.517
H 0.262 1.340 1.340
H 2.150 0.299 -0.922
H 0.892 1.339 -1.253
H 0.788 -1.354 -1.092
H -1.513 0.654 -0.434
H -2.782 -1.289 0.670
H -1.337 -2.238 0.760
*
```

Mulliken atomic charge list, values in e, 6 entries: -0.909 -0.552 -0.311 -0.167 -0.592 0.314


Entry 4:
C4H10O2 in the gas phase, computed with wB97M-V/def2-TZVPD.

Computed properties:
Kohn-Sham gap in eV: 10.537
Max |F| in eV Å⁻¹: 0.79
HOMO energy in eV: -9.684
Energy above the lowest of the compared OMol25 structures with the same formula, charge and spin in eV: 2.033
Structure (SMILES): COC[C@@H](C)O

```
! RIJCOSX wB97M-V def2-TZVPD def2/J DEFGRID3
* xyz 0 1
C 2.173 0.021 -0.070
O 1.396 -0.717 -0.991
C -0.080 -0.586 -1.035
C -0.701 -0.128 0.290
C -1.689 1.033 0.337
O -1.222 -1.173 1.089
H 2.818 -0.646 0.520
H 2.769 0.815 -0.536
H 1.549 0.530 0.672
H -0.401 -1.603 -1.296
H -0.349 0.082 -1.865
H 0.170 0.308 0.780
H -1.635 1.442 1.353
H -2.728 0.755 0.142
H -1.388 1.828 -0.353
H -0.683 -1.961 0.961
*
```

Mulliken atomic charge list, values in e, 6 entries: -0.612 -0.357 -0.668 1.038 -1.440 -0.563


Entry 5:
A molecular structure, C15H35F2N6O10S2V at a distorted geometry, computed with wB97M-V/def2-TZVPD.

Computed properties:
⟨S²⟩: 2.03
Kohn-Sham gap (spin up / spin down) in eV: 5.958 / 8.824
Max |F| in eV Å⁻¹: 9.09
HOMO energy (spin up / spin down) in eV: -5.740 / -8.608
Energy above the lowest of the compared OMol25 structures with the same formula, charge and spin in eV: 0.000

```
! RIJCOSX wB97M-V def2-TZVPD def2/J DEFGRID3
* xyz 0 3
O -0.781 -0.860 0.756
V 0.382 -0.537 -0.299
N 0.266 -2.180 -1.551
S -1.028 -3.202 -1.862
O -1.152 -4.388 -1.026
O -1.537 -3.343 -3.262
F -2.135 -2.168 -1.275
S 0.986 -2.729 -2.791
O 0.725 -2.002 -4.033
O 1.424 -4.140 -2.785
F 2.390 -2.030 -2.402
C 2.737 1.077 -2.153
O 2.046 0.620 -1.197
N 4.094 1.045 -2.350
C 4.747 1.540 -3.511
C 5.007 0.475 -1.390
H 2.240 1.562 -3.007
H 5.287 2.477 -3.370
H 4.066 1.860 -4.299
H 5.305 0.721 -3.964
H 5.833 -0.017 -1.904
H 5.478 1.334 -0.912
H 4.523 -0.047 -0.565
C -4.603 0.977 2.243
O -3.998 1.146 1.165
N -4.484 -0.160 2.907
C -3.792 -1.298 2.458
C -5.255 -0.355 4.132
H -5.209 1.754 2.734
H -2.856 -1.377 3.012
H -3.635 -1.175 1.387
H -4.457 -2.126 2.704
H -5.456 0.608 4.602
H -6.138 -0.908 3.813
H -4.779 -1.047 4.827
C -2.281 1.470 -1.418
O -1.187 0.876 -1.368
N -3.205 1.540 -2.469
C -4.626 1.966 -2.242
C -2.786 1.149 -3.827
H -2.619 1.943 -0.483
H -4.973 2.172 -1.229
H -5.182 1.101 -2.605
H -4.745 2.726 -3.014
H -3.436 0.516 -4.431
H -2.753 2.146 -4.266
H -1.822 0.641 -3.841
C 3.007 -1.618 1.543
O 1.783 -1.476 1.253
N 3.709 -2.685 0.961
C 5.175 -2.744 1.238
C 3.119 -3.791 0.154
H 3.619 -1.059 2.267
H 5.633 -2.633 0.254
H 5.337 -3.699 1.738
H 5.574 -1.955 1.876
H 2.118 -4.176 0.349
H 3.242 -3.526 -0.896
H 3.910 -4.539 0.212
C 0.751 2.264 1.765
O 0.351 1.624 0.793
N -0.121 2.841 2.701
C 0.360 3.287 3.993
C -1.569 2.946 2.365
H 1.812 2.391 2.029
H 1.442 3.164 4.031
H -0.074 2.694 4.798
H 0.163 4.354 4.095
H -2.252 2.376 2.994
H -1.838 3.996 2.475
H -1.879 2.612 1.374
*
```

Mulliken atomic charge list, values in e, 6 entries: -0.453 1.407 0.393 0.821 -0.614 -0.556


Entry 6:
C4H8N2O in the gas phase at a distorted geometry, computed with wB97M-V/def2-TZVPD.

Computed properties:
Kohn-Sham gap (spin up / spin down) in eV: 8.182 / 8.181
Max |F| in eV Å⁻¹: 1.79
HOMO energy (spin up / spin down) in eV: -7.452 / -7.451
Energy above the lowest of the compared OMol25 structures with the same formula, charge and spin in eV: 4.915
Structure (SMILES): CC(/C=C/O)=N/N

```
! RIJCOSX wB97M-V def2-TZVPD def2/J DEFGRID3
* xyz 0 1
C 0.129 1.792 -1.318
C 0.100 0.556 -0.473
N -0.768 -1.675 -0.690
C 0.016 -0.408 1.519
C 0.870 0.306 0.662
O 0.475 -1.460 2.227
N -0.969 -0.288 -0.553
H -0.197 -1.752 2.859
H 0.221 -1.933 -0.692
H -1.178 -1.952 -1.578
H -0.965 -0.047 1.800
H 1.909 0.545 0.849
H -0.850 2.279 -1.276
H 0.324 1.537 -2.363
H 0.883 2.501 -0.972
*
```

Mulliken atomic charge list, values in e, 6 entries: -1.066 0.670 -0.377 0.000 -0.777 -0.445


Entry 7:
2 unconnected molecules or ions with the total composition C5H13NO2, computed with wB97M-V/def2-TZVPD.

Computed properties:
Kohn-Sham gap in eV: 10.375
Max |F| in eV Å⁻¹: 0.71
HOMO energy in eV: -9.539
Energy above the lowest of the compared OMol25 structures with the same formula, charge and spin in eV: 1.538
Structure (SMILES): CCCNCC=O.O

```
! RIJCOSX wB97M-V def2-TZVPD def2/J DEFGRID3
* xyz 0 1
C 1.049 -1.065 0.742
C 2.496 -1.512 0.795
C 0.832 0.278 1.466
N 0.780 1.414 0.540
C -0.487 1.502 -0.183
C -0.353 0.868 -1.526
O -1.145 0.091 -2.011
H 0.340 -1.782 1.174
H 0.737 -1.002 -0.299
H 2.678 -2.495 0.366
H 2.859 -1.608 1.826
H 3.122 -0.779 0.283
H 1.703 0.453 2.096
H -0.056 0.250 2.105
H 0.900 2.262 1.077
H -0.736 2.558 -0.339
H -1.357 1.107 0.358
H 0.567 1.140 -2.077
H -3.115 -1.852 -0.420
H -2.289 -0.609 -0.807
O -2.806 -1.010 -0.082
*
```

Mulliken atomic charge list, values in e, 6 entries: -0.003 -1.446 -0.720 -0.438 -0.624 0.105


Entry 8:
2 unconnected molecules or ions with the total composition C2H7S2 at a distorted geometry, computed with wB97M-V/def2-TZVPD.

Computed properties:
Kohn-Sham gap in eV: 6.717
Max |F| in eV Å⁻¹: 1.32
HOMO energy in eV: -3.032
Energy above the lowest of the compared OMol25 structures with the same formula, charge and spin in eV: 0.158

```
! RIJCOSX wB97M-V def2-TZVPD def2/J DEFGRID3
* xyz -1 1
S -1.060 -0.547 -2.049
H -1.492 -1.793 -2.056
C -0.892 0.020 1.703
C 0.395 0.801 1.574
S 1.494 0.141 0.290
H -0.652 -0.997 2.013
H -1.365 -0.131 0.769
H -1.619 0.493 2.368
H 0.261 1.866 1.343
H 0.912 0.862 2.533
H 0.503 -0.262 -0.627
*
```

Mulliken atomic charge list, values in e, 6 entries: -0.786 -0.017 -0.969 -0.335 -0.314 0.271


What is the formula in the fifth record?
C15H35F2N6O10S2V


Which of these has the lowest max |F|?
C5H13NO2